Here is a cluster of 8 separate species, C45H90O3S in total in a non-equilibrium geometry from OMol25. Energies are from ωB97M-V with the def2-TZVPD basis set.

Each line ends with the Mulliken charge.
Atoms and positions in Å:
O1 -6.061 5.354 -28.089  -0.5851
S1 -4.639 5.229 -28.496  1.0979
O2 -4.181 3.997 -29.111  -0.5813
O3 -4.185 6.516 -29.481  -0.2897
C1 -2.835 6.496 -30.032  -0.1584
C2 -2.837 7.393 -31.306  -1.2742
C3 -3.599 5.642 -27.041  -0.8763
H1 -2.407 5.524 -30.274  0.3711
H2 -2.168 6.871 -29.255  0.2965
H3 -1.848 7.789 -31.533  0.3652
H4 -3.422 8.303 -31.174  0.3383
H5 -3.308 6.932 -32.175  0.3143
H6 -3.795 4.886 -26.280  0.3586
H7 -3.844 6.665 -26.758  0.3156
H8 -2.572 5.611 -27.406  0.3072
C4 -13.490 8.312 -21.742  -0.3450
C5 -13.890 9.673 -21.612  -0.3513
C6 -13.406 10.641 -22.481  -0.3634
C7 -12.440 10.339 -23.440  -0.3146
C8 -12.106 8.996 -23.615  -0.4143
C9 -12.598 8.013 -22.738  -0.2912
H9 -13.769 7.475 -21.119  0.3682
H10 -14.494 9.945 -20.759  0.3425
H11 -13.586 11.692 -22.306  0.3282
H12 -12.129 11.158 -24.073  0.3607
H13 -11.360 8.699 -24.337  0.3534
H14 -12.387 6.963 -22.881  0.3278
C10 -19.035 12.761 -15.779  -0.4142
C11 -19.275 13.127 -14.462  -0.2876
C12 -20.497 12.765 -13.895  -0.3758
C13 -21.420 12.039 -14.604  -0.2294
C14 -21.191 11.613 -15.867  -0.4262
C15 -19.994 11.977 -16.481  -0.3101
H15 -18.074 12.988 -16.216  0.3435
H16 -18.591 13.645 -13.806  0.3533
H17 -20.667 12.920 -12.840  0.3248
H18 -22.395 11.795 -14.207  0.3198
H19 -21.900 10.967 -16.362  0.3571
H20 -19.681 11.641 -17.458  0.3448
C16 -9.728 12.557 -15.176  -1.2175
C17 -10.403 13.333 -16.305  -0.3678
C18 -9.270 14.138 -17.095  -0.7428
C19 -9.821 14.970 -18.282  -0.6142
C20 -8.696 15.548 -19.176  -0.5042
C21 -9.287 16.370 -20.393  -1.2400
H21 -9.359 13.231 -14.403  0.3052
H22 -8.876 11.937 -15.455  0.3372
H23 -10.419 11.851 -14.713  0.3623
H24 -10.898 12.704 -17.045  0.3061
H25 -11.159 14.003 -15.895  0.3203
H26 -8.624 13.353 -17.488  0.3389
H27 -8.682 14.796 -16.456  0.3565
H28 -10.537 14.484 -18.945  0.3764
H29 -10.356 15.831 -17.881  0.2689
H30 -7.977 16.183 -18.658  0.3370
H31 -7.951 14.838 -19.534  0.3815
H32 -9.996 17.135 -20.077  0.3106
H33 -8.530 16.873 -20.995  0.3831
H34 -9.772 15.725 -21.126  0.3023
C22 -27.256 18.990 -21.959  -1.2174
C23 -25.787 19.114 -22.336  -0.4225
C24 -25.129 17.686 -22.109  -0.7506
C25 -23.598 17.728 -22.189  -0.8176
C26 -22.984 16.387 -22.651  -0.3027
C27 -21.409 16.449 -22.706  -1.2544
H35 -27.713 19.975 -22.057  0.3559
H36 -27.243 18.667 -20.918  0.3210
H37 -27.650 18.222 -22.625  0.3030
H38 -25.871 19.328 -23.402  0.2918
H39 -25.205 19.874 -21.814  0.3975
H40 -25.610 17.049 -22.851  0.3451
H41 -25.534 17.307 -21.170  0.4078
H42 -23.347 18.554 -22.854  0.3658
H43 -23.195 18.109 -21.251  0.3490
H44 -23.189 15.658 -21.867  0.2716
H45 -23.410 16.028 -23.588  0.3470
H46 -21.041 15.426 -22.787  0.3459
H47 -20.943 16.990 -23.529  0.3352
H48 -21.003 16.991 -21.851  0.3284
C28 -4.946 13.790 -26.329  -1.2871
C29 -3.499 13.360 -26.745  -0.5267
C30 -2.531 13.493 -25.590  -0.4793
C31 -1.233 12.776 -25.935  -0.6328
C32 -0.124 12.980 -24.870  -0.4458
C33 0.258 14.435 -24.745  -1.1190
H49 -5.487 13.196 -25.592  0.3428
H50 -5.563 13.824 -27.228  0.3679
H51 -4.982 14.851 -26.081  0.3302
H52 -3.592 12.381 -27.213  0.3903
H53 -3.241 14.035 -27.561  0.2595
H54 -2.849 13.111 -24.620  0.3216
H55 -2.444 14.566 -25.414  0.2735
H56 -1.450 11.708 -25.937  0.3042
H57 -0.889 12.986 -26.947  0.3671
H58 -0.444 12.567 -23.913  0.3096
H59 0.692 12.377 -25.267  0.2935
H60 -0.577 15.069 -24.446  0.2873
H61 1.116 14.556 -24.084  0.3517
H62 0.562 14.838 -25.711  0.2915
C34 -17.080 6.007 -27.173  -1.3525
C35 -17.965 5.872 -25.935  -0.3002
C36 -19.469 5.871 -26.238  -0.5565
C37 -20.338 5.543 -25.026  -0.8244
C38 -20.336 6.596 -23.877  -0.3610
C39 -20.756 8.025 -24.267  -1.1565
H63 -17.268 6.862 -27.824  0.3329
H64 -17.092 5.102 -27.780  0.3265
H65 -16.045 6.130 -26.855  0.3753
H66 -17.643 5.070 -25.271  0.3781
H67 -17.746 6.725 -25.293  0.2565
H68 -19.753 5.256 -27.091  0.4199
H69 -19.712 6.886 -26.555  0.1979
H70 -21.350 5.335 -25.375  0.3788
H71 -20.084 4.612 -24.519  0.3281
H72 -21.031 6.155 -23.162  0.3462
H73 -19.305 6.607 -23.525  0.2596
H74 -21.659 8.074 -24.875  0.3032
H75 -20.777 8.599 -23.341  0.3496
H76 -19.973 8.488 -24.867  0.2976
C40 -6.060 12.784 -34.121  -1.2157
C41 -7.648 12.758 -33.978  -0.4811
C42 -8.230 11.803 -32.945  -0.5418
C43 -9.754 11.825 -32.795  -0.8197
C44 -10.327 11.021 -31.535  -0.3164
C45 -11.479 11.781 -30.888  -1.3471
H77 -5.413 12.972 -33.264  0.3317
H78 -5.820 13.560 -34.849  0.3485
H79 -5.704 11.848 -34.552  0.3119
H80 -8.001 13.759 -33.731  0.3630
H81 -8.081 12.521 -34.950  0.2844
H82 -7.718 11.921 -31.990  0.4301
H83 -7.993 10.797 -33.291  0.2462
H84 -10.229 12.806 -32.814  0.4560
H85 -10.103 11.407 -33.739  0.2765
H86 -10.645 10.005 -31.769  0.3680
H87 -9.486 10.990 -30.843  0.2684
H88 -12.239 12.178 -31.561  0.3316
H89 -12.090 11.235 -30.170  0.3693
H90 -11.081 12.641 -30.349  0.3366

DFT total energy = -65099.677 eV
HOMO level = -9.26 eV
energy relative to the best compared isomer or geometry (same formula, charge and spin) = 263.8 kJ/mol
gap between HOMO and LUMO = 9.60 eV
SMILES = CCOS(C)(=O)=O.c1ccccc1.c1ccccc1.CCCCCC.CCCCCC.CCCCCC.CCCCCC.CCCCCC